[1]
16
Properties=species:S:1:pos:R:3:forces:R:3 method="wB97M-V/def2-TZVPD" multiplicity=1 smiles="[H]/N=C/N.CCS" e_above_lowest_kcal_mol=6.2 lumo_energy_ev=0.95 total_charge=0
S -0.939114 -0.918084 -1.291500 -0.4 0.1 0.2
N -0.938888 0.421130 2.225429 -0.3 0.3 -0.3
N 0.919603 0.864644 3.488939 0.2 0.0 0.1
C -0.021624 -0.373160 -2.752442 0.3 -0.2 -0.5
C 1.483137 -0.264793 -2.512170 -0.6 0.0 0.1
C -0.023772 1.227074 2.577683 0.0 -0.1 0.1
H -0.418743 0.581290 -3.098652 -0.1 0.0 0.2
H -1.545446 0.871071 1.535420 0.2 -0.3 0.2
H 1.681043 0.587535 -1.869695 0.1 0.0 0.2
H -0.229334 -1.088097 -3.555540 0.1 0.0 0.2
H 0.096905 2.241611 2.196922 0.0 0.1 0.0
H 2.008249 -0.105941 -3.447010 0.1 -0.1 -0.2
H 0.081199 -1.128356 -0.452150 0.1 0.1 -0.1
H 0.791892 -0.019850 3.947967 0.1 0.0 0.1
H 1.834132 -1.175385 -2.028642 0.2 0.0 -0.1
H 1.599053 1.510984 3.849895 -0.2 -0.1 -0.1

---

[2]
10
Properties=species:S:1:pos:R:3:forces:R:3 method="wB97M-V/def2-TZVPD" multiplicity=1 e_above_lowest_kcal_mol=109.8 lumo_energy_ev="-0.64 / -0.30" total_charge=0
Br -2.986318 0.575310 0.095084 -0.3 0.2 0.0
O 0.282898 -2.745105 0.016919 -0.7 2.3 1.2
O 1.048628 -0.732065 -0.363176 1.8 -0.7 -2.1
N 0.165507 -1.535364 0.389162 0.5 -0.8 -1.8
N 1.134071 0.641880 -0.073802 0.6 1.2 0.0
C -1.182801 0.456537 0.029515 -0.5 -0.9 0.3
C -0.143776 1.212948 -0.167818 -1.6 1.5 -0.6
H 0.285692 -1.217820 1.322394 -0.1 -0.4 1.7
H 1.769125 1.050967 -0.809008 -0.8 -1.1 1.0
H -0.373030 2.292711 -0.439268 1.2 -1.2 0.4

---

[3]
7
Properties=species:S:1:pos:R:3:forces:R:3 method="wB97M-V/def2-TZVPD" multiplicity=1 e_above_lowest_kcal_mol=141.8 lumo_energy_ev=-0.18 total_charge=0
Br -2.224499 -0.315275 -0.858753 -0.8 2.2 0.5
F 0.430872 -1.362141 1.697927 0.2 0.2 -0.5
O -0.819079 -0.841636 -1.566160 0.8 -0.4 -0.5
C 1.043233 -0.452743 1.016432 -1.1 -1.6 1.6
C 1.627832 0.458703 0.559873 1.1 1.9 -1.4
H 2.111405 1.248027 0.012242 -0.2 -0.4 0.3
H -2.169763 1.265064 -0.861561 0.0 -1.9 0.0

---

[4]
15
Properties=species:S:1:pos:R:3:forces:R:3 method="wB97M-V/def2-TZVPD" multiplicity=1 smiles=CCc1c[nH]cn1 e_above_lowest_kcal_mol=4.6 lumo_energy_ev=0.95 total_charge=0
N -1.906886 -0.828332 -0.889537 -0.2 0.8 -0.3
N 0.184801 -0.778061 -1.583537 0.3 0.7 -0.1
C -1.159487 -0.352437 0.160219 0.4 -0.7 0.3
C -1.059826 -0.946244 -1.943152 0.2 -1.0 0.2
C 1.155597 1.373677 1.235056 0.0 -0.8 -0.4
C 1.313352 -0.025028 0.592120 0.5 0.6 -0.3
C 0.143632 -0.389485 -0.262871 -0.5 0.2 0.1
H 0.175951 1.495728 1.691807 0.2 0.0 0.4
H 1.218896 2.106910 0.434335 0.1 0.2 0.0
H -1.564934 -0.044342 1.107710 -0.2 -0.2 0.0
H -1.393308 -1.196578 -2.936634 0.0 -0.2 0.0
H 1.988207 1.511327 1.922073 -0.2 0.3 0.2
H -2.850813 -1.168648 -0.862219 -0.1 0.4 0.0
H 1.513371 -0.818875 1.311333 -0.2 0.1 0.3
H 2.241450 0.060393 0.023293 -0.2 -0.4 -0.4

---

[5]
69
Properties=species:S:1:pos:R:3:forces:R:3 method="wB97M-V/def2-TZVPD" multiplicity=1 e_above_lowest_kcal_mol=26.0 lumo_energy_ev=-5.00 total_charge=+1
O -4.712752 5.820664 -4.113085 0.6 -0.5 0.2
O -1.447304 -7.987177 0.572329 0.8 0.4 0.1
N -0.258552 -5.466803 0.227999 0.7 -0.1 0.2
N -3.126198 3.701039 -3.171887 0.4 -0.7 0.5
N 2.410684 1.369901 1.171261 -0.2 -0.1 -0.4
N 4.447802 2.097139 4.741874 -0.1 0.0 -0.1
C 3.757747 1.894113 3.577043 0.2 0.0 0.4
C -0.412072 0.888598 -1.589048 -0.3 0.1 -0.4
C 3.535017 2.109568 1.174252 0.0 -0.3 1.0
C 2.530971 1.184835 3.564444 -0.2 -0.2 -0.7
C 3.893061 1.820266 6.052565 0.0 -0.2 0.2
C 0.404583 0.026123 -0.842834 -0.2 0.2 -0.9
C 1.169979 -3.538528 -0.238357 -0.5 -0.7 0.0
C -2.158445 2.771166 -2.719344 -0.3 0.3 0.0
C -2.430111 1.394628 -2.871699 0.5 -0.3 0.0
C -4.251108 4.810544 -5.005502 -0.4 0.2 -0.4
C -2.965455 4.128211 -4.559831 -0.2 0.3 -0.1
C 5.818645 2.568533 4.781218 0.1 0.3 0.1
C -0.410695 -6.359261 -0.923350 -0.5 0.2 -0.1
C -1.040523 -7.248818 1.723579 -0.2 0.0 -0.1
C -1.251086 -3.282948 -0.338951 -0.1 -0.6 0.3
C -1.028165 -5.751094 1.441100 -0.5 0.2 -0.3
C -0.094354 2.278854 -1.573715 0.0 -0.2 0.4
C -0.127135 -4.099149 -0.114203 0.4 0.3 -0.2
C -0.963997 3.198968 -2.112096 0.1 0.1 0.1
C -4.698811 5.454468 -2.738161 -0.3 0.4 0.1
C 0.197353 -1.356563 -0.646365 -0.6 -0.8 0.3
C -3.374154 4.846474 -2.296281 0.2 0.2 -0.4
C -0.515330 -7.817612 -0.493218 -0.1 0.0 0.0
C 4.255809 2.371384 2.340037 -0.4 -0.1 -0.6
C 1.924542 0.907819 2.336671 0.9 0.7 0.4
C -1.105476 -1.936902 -0.567494 0.5 0.4 -0.3
C -1.547553 0.457478 -2.359597 -0.2 0.8 0.1
C 1.327205 -2.200374 -0.485881 0.0 0.8 0.0
H 2.069396 0.821215 4.477905 0.2 0.0 -0.3
H -4.867717 6.407784 -2.215411 0.0 -0.4 0.0
H 6.381465 1.997603 5.536737 -0.2 0.1 -0.3
H -1.810544 -7.480411 2.470968 0.4 0.1 0.0
H -0.944396 -8.406810 -1.313420 0.5 0.1 0.1
H 1.015248 0.288643 2.302501 0.4 0.4 -0.1
H -1.988708 -1.308705 -0.676358 0.3 -0.2 0.2
H 5.181507 2.941933 2.279982 -0.4 -0.1 0.0
H 1.291442 0.474167 -0.397476 0.2 0.0 0.0
H -5.033853 4.046676 -5.167674 0.2 0.2 0.1
H -0.543160 -5.221990 2.276546 -0.2 -0.1 -0.2
H -3.441018 4.503371 -1.256869 0.0 0.1 -0.2
H 3.885462 2.507940 0.209541 -0.2 -0.3 0.5
H 5.869452 3.630628 5.077494 0.0 -0.3 -0.2
H 6.302291 2.444011 3.810104 0.0 0.0 0.3
H -0.032284 -7.545257 2.083820 -0.5 -0.2 -0.3
H 0.500829 -8.177151 -0.228691 -0.5 -0.1 0.1
H -1.729881 -0.596242 -2.523726 0.0 0.1 0.0
H -1.320504 -6.103294 -1.501738 0.2 0.0 0.1
H -4.074277 5.361358 -5.940503 -0.1 -0.4 0.1
H -2.566963 5.597262 -2.395345 -0.2 -0.1 0.1
H -3.357264 1.096337 -3.362672 0.3 0.1 0.0
H 2.028198 -4.194557 -0.107154 -0.2 0.1 0.0
H 0.832076 2.581535 -1.073703 -0.4 0.0 -0.1
H -0.736029 4.265622 -2.067788 -0.1 -0.4 0.0
H 4.220833 2.600816 6.757905 -0.2 -0.2 -0.3
H -2.071813 -5.393496 1.351268 0.2 -0.1 0.1
H 2.319551 -1.748286 -0.599244 -0.3 -0.3 0.2
H -2.761364 3.250215 -5.182816 0.0 0.2 0.0
H 4.253695 0.854907 6.451258 -0.2 0.2 -0.2
H -5.522366 4.751901 -2.503902 0.3 0.2 -0.1
H -2.247644 -3.737523 -0.321237 0.4 0.2 0.1
H 2.800460 1.806022 6.019288 0.3 0.1 0.1
H -2.126875 4.846262 -4.645803 -0.1 -0.2 0.0
H 0.470633 -6.218031 -1.567264 -0.3 -0.1 0.0

---

[6]
12
Properties=species:S:1:pos:R:3:forces:R:3 method="wB97M-V/def2-TZVPD" multiplicity=1 e_above_lowest_kcal_mol=93.2 lumo_energy_ev=0.59 total_charge=0
O -0.299351 -0.163160 -1.498573 0.2 -0.6 0.0
O -0.536453 -1.241148 0.830391 -0.5 0.7 -1.1
O 2.266116 -0.268732 -0.683090 0.2 -0.1 0.7
C -0.030659 0.051046 -0.212255 0.3 -0.6 1.5
C -0.659530 1.259317 0.387522 -0.1 0.0 -0.1
C 1.454910 -0.405649 0.202608 -0.8 -0.7 -1.0
H -0.196922 2.131803 -0.078864 0.0 0.0 0.0
H 0.702234 -1.371960 0.951050 1.1 0.9 0.0
H -0.468101 1.293965 1.457701 0.0 0.0 0.0
H 0.484189 -0.644581 -1.858663 -0.4 0.5 0.0
H -0.984549 -1.920887 0.306214 0.0 0.0 0.0
H -1.731883 1.279985 0.195959 0.0 0.0 0.0